[1]
DFT (ωB97M-V/def2-TZVPD) results for C53H40N3O3P2RuS4 as an isolated structure in a non-equilibrium geometry.

```
106
Properties=species:S:1:pos:R:3:lowdin_spin:R:1
Ru -1.0283 0.3430 -1.0584 1.840
O -1.0152 -3.3827 -1.1124 0.031
S -0.5459 -2.1038 -1.6988 0.046
C -1.2125 -1.9626 -3.3763 0.001
C -1.9223 -3.0262 -3.8818 0.003
C -2.5533 -2.8775 -5.1279 -0.002
C -2.4147 -1.6965 -5.8497 0.002
C -1.7464 -0.6288 -5.2810 -0.001
C -1.1163 -0.7640 -4.0511 0.003
P -0.2028 0.6071 -3.2521 0.009
C 1.5127 0.4478 -3.7468 -0.002
C 1.9540 -0.3635 -4.7785 0.000
C 3.2299 -0.1988 -5.3092 0.000
C 4.0728 0.7508 -4.7872 0.000
C 3.6601 1.5742 -3.7239 0.000
C 2.3705 1.4302 -3.2286 0.000
C -0.6158 2.1482 -4.1324 0.004
C -0.2785 2.2953 -5.4667 0.000
C -0.4392 3.5171 -6.1369 0.001
C -0.9181 4.6022 -5.4227 0.000
C -1.2636 4.4732 -4.0929 0.001
C -1.1135 3.2486 -3.4308 0.008
C 1.2018 -2.3858 -2.0073 0.005
C 1.5143 -3.3694 -2.9508 0.002
C 2.8177 -3.7463 -3.2034 0.000
C 3.8093 -3.0734 -2.5071 0.000
C 3.5336 -2.1015 -1.5627 0.000
C 2.2047 -1.7420 -1.2772 -0.001
P 1.8321 -0.7907 0.2339 0.010
C 3.4730 -0.2052 0.8852 0.004
C 4.3525 0.6553 0.1928 0.001
C 5.5030 1.0891 0.8281 0.000
C 5.8247 0.6584 2.1028 0.001
C 4.9743 -0.2318 2.7649 0.000
C 3.7733 -0.6131 2.1699 0.001
C 0.8001 0.7158 -0.1621 0.030
C 1.2483 1.8257 0.4457 0.034
C 0.6990 3.1965 0.3902 0.004
C -0.5852 3.5841 0.3528 0.018
C -2.1539 1.8621 1.2658 0.044
C -1.7685 0.3438 0.9581 0.022
H -2.0012 -3.9376 -3.3313 0.000
H -3.1600 -3.7074 -5.5195 0.000
H -2.8904 -1.5930 -6.8121 0.000
H -1.7082 0.3473 -5.7852 0.000
H 1.3427 -1.1169 -5.2219 0.000
H 3.5400 -0.8466 -6.1075 0.000
H 5.0915 0.8253 -5.1540 0.000
H 4.3412 2.3327 -3.3312 0.000
H 1.9883 2.1061 -2.4506 0.000
H 0.1300 1.4496 -5.9882 0.000
H -0.1821 3.5970 -7.1919 0.000
H -1.0826 5.5490 -5.9537 0.000
H -1.6823 5.3146 -3.5359 0.000
H -1.3453 3.1211 -2.3855 0.004
H 0.7184 -3.8723 -3.4870 0.000
H 3.0289 -4.5547 -3.9035 0.000
H 4.8712 -3.2945 -2.7093 0.000
H 4.3306 -1.6227 -0.9924 0.000
H 4.1102 0.9846 -0.7886 0.000
H 6.0929 1.8251 0.2920 0.000
H 6.7437 0.9690 2.5705 0.000
H 5.1779 -0.5416 3.7841 0.000
H 3.0732 -1.2211 2.6869 0.000
H 2.2199 1.7916 0.9263 0.003
H 1.3891 3.9985 0.5368 0.000
H -0.7998 4.6230 0.4795 0.002
H -3.2188 2.0339 1.1527 0.013
H -2.6286 -0.2951 0.9198 0.006
S -5.2257 -0.1767 -3.2056 0.128
C -4.0433 -0.2144 -2.1107 0.016
S -3.5870 -1.5348 -1.1576 0.318
S -3.0562 1.1682 -1.7685 0.400
C -4.6833 -3.5893 5.0001 0.002
O -3.7846 -3.7459 6.1204 0.035
C -3.0836 -2.6123 6.4757 0.075
C -1.8855 -2.8292 7.1774 -0.018
C -1.1270 -1.7353 7.5947 0.068
C -1.5222 -0.4487 7.2663 0.033
C -2.7844 -0.2474 6.6513 0.078
C -3.5581 -1.3166 6.2493 -0.006
N -0.5425 0.5794 7.3841 0.611
N -0.8883 1.6592 6.7253 0.479
C -0.9840 1.7620 5.4228 0.011
C -1.5310 3.0235 4.8577 0.207
C -1.8964 3.1453 3.5306 -0.019
C -1.7132 2.0652 2.6658 0.208
O -1.6505 2.7607 0.1848 0.072
C -1.0959 0.8884 3.1333 0.004
N -1.0306 -0.0658 2.1713 0.056
C -0.5027 -1.2775 2.4305 -0.027
C 0.0214 -1.5264 3.7180 0.071
C -0.0666 -0.5397 4.7180 -0.022
C -0.6140 0.7122 4.4618 0.059
H -4.9175 -4.5680 4.6143 0.000
H -4.2023 -2.9853 4.2016 0.000
H -5.6338 -3.1123 5.2617 0.000
H -1.5456 -3.8415 7.2591 -0.003
H -0.1995 -1.9032 8.1116 0.003
H -3.1642 0.7542 6.5134 0.004
H -4.4902 -1.1720 5.7160 -0.002
H -1.7109 3.8443 5.5601 0.010
H -2.3123 4.0830 3.1243 -0.005
H -0.6473 -2.0186 1.6666 -0.001
H 0.3063 -2.5353 3.9499 0.004
H 0.3944 -0.8191 5.6518 0.001
```

Summary:
Frontier orbital gap (alpha / beta) (eV): 5.61 / 4.52
Multiplicity: 6
Charge: 0

---

[2]
DFT (ωB97M-V/def2-TZVPD) results for a 2-piece molecular cluster, C10H14INO5 overall in a non-equilibrium geometry.

```
31
Properties=species:S:1:pos:R:3:nbo_charge:R:1
C 4.3603 1.0213 -1.0892 -0.270
O 3.9119 2.2782 -1.5975 -0.537
C 2.7245 2.7442 -0.9500 -0.067
C 1.5144 1.7676 -1.1074 -0.420
C 0.0465 2.4685 -1.1009 -0.442
C -0.8476 1.1889 -1.1632 -0.086
C -1.3542 0.6242 -2.3660 -0.226
I -1.3108 1.4470 -4.3515 0.271
C -1.7725 -0.7725 -1.8327 0.709
O -1.3970 -1.7042 -2.5177 -0.502
O -1.9979 -0.9386 -0.4503 -0.481
C -1.4456 0.3096 -0.0502 0.730
O -1.8562 0.8074 0.9734 -0.498
H 3.9429 0.1286 -1.6584 0.177
H 4.1230 0.9328 0.0152 0.171
H 5.4890 0.9349 -1.1761 0.199
H 2.8903 2.9389 0.1586 0.169
H 2.4998 3.7446 -1.4284 0.193
H 1.5179 0.9682 -0.3142 0.205
H 1.6136 1.2106 -2.0876 0.217
H -0.0266 3.0744 -0.1650 0.246
H 0.0325 3.1161 -2.0115 0.243
O -2.3268 -4.6657 3.8757 -0.624
C -2.4682 -3.7098 3.1340 0.669
N -2.6664 -3.8802 1.7993 -0.825
C -2.4364 -2.2850 3.6188 -0.713
H -2.7872 -3.1212 1.1519 0.398
H -2.6915 -4.8244 1.4499 0.402
H -1.4700 -2.0895 4.0844 0.239
H -3.2302 -2.1416 4.3526 0.240
H -2.5816 -1.5734 2.8040 0.213
```

Summary:
Frontier orbital gap (eV): 8.38
Charge: 0
SMILES: COCCCC1=C(I)C(=O)OC1=O.CC(N)=O

---

[3]
DFT (ωB97M-V/def2-TZVPD) results for a 2-piece molecular cluster, C6H14N2 overall.

```
22
Properties=species:S:1:pos:R:3:nbo_charge:R:1
N -0.2491 0.1823 -2.0422 -0.843
C -0.3433 -1.2632 -2.2318 -0.255
C -2.3452 -2.5498 -1.4410 -0.399
C -1.2491 -1.8557 -1.1918 -0.166
H 0.4371 0.5857 -2.6747 0.350
H 0.0842 0.3789 -1.0992 0.377
H 0.6217 -1.7848 -2.1371 0.166
H -0.7276 -1.4766 -3.2305 0.185
H -2.9491 -2.9603 -0.6436 0.196
H -2.6690 -2.7357 -2.4579 0.188
H -0.9375 -1.6766 -0.1664 0.193
C 2.1602 0.6134 2.2592 -0.610
C 1.4036 1.7253 1.5415 -0.248
C -0.9116 1.8216 1.3285 -0.047
N 0.1463 1.2279 0.9961 -0.411
H 2.9016 1.0332 2.9367 0.212
H 1.4814 -0.0087 2.8370 0.213
H 2.6927 -0.0380 1.5690 0.211
H 1.9800 2.0701 0.6812 0.200
H 1.2496 2.5708 2.2227 0.165
H -0.9205 2.6793 2.0101 0.141
H -1.8563 1.4610 0.9339 0.182
```

Summary:
Energy relative to the best compared isomer or geometry (same formula, charge and spin) (kJ/mol): 177.3
Frontier orbital gap (eV): 9.97
Charge: 0
SMILES: C=CCN.C=NCC

---

[4]
DFT (ωB97M-V/def2-TZVPD) results for an isolated ion of composition C6H14Cl3N2 and charge +1 in a non-equilibrium geometry.

```
25
Properties=species:S:1:pos:R:3:nbo_charge:R:1
C 0.1298 2.1213 -1.1617 -0.435
C 0.3511 1.7942 1.4015 -0.400
C 0.6532 -2.3780 -0.4288 -0.442
C -1.3055 -1.1572 0.1029 -0.437
C 0.7663 0.0083 -0.2825 0.135
C 2.4417 -0.0627 -0.0591 -0.089
N 0.1699 1.2454 0.0873 -0.459
N 0.1546 -1.2114 0.3648 -0.363
Cl 3.1749 1.6177 -0.1736 0.056
Cl 2.7593 -0.6269 1.6931 -0.023
Cl 3.3819 -1.1548 -1.1932 0.057
H 0.5467 1.7057 -2.1131 0.222
H -0.8799 2.4452 -1.3113 0.214
H 0.5458 3.1024 -1.0950 0.226
H 0.2310 1.0440 2.0638 0.192
H 1.2040 2.3226 1.4851 0.210
H -0.5889 2.3255 1.5126 0.223
H -0.0199 -2.7060 -1.1252 0.230
H 1.5712 -2.2089 -0.9133 0.243
H 0.7530 -3.2230 0.1642 0.245
H -1.5280 -1.0054 -0.9279 0.233
H -1.9355 -2.1519 0.2946 0.261
H -1.6689 -0.2990 0.7322 0.247
H 0.6967 -0.2701 -1.2640 0.215
H 0.3246 -1.1597 1.3071 0.441
```

Summary:
Energy relative to the best compared isomer or geometry (same formula, charge and spin) (kJ/mol): 69.3
Frontier orbital gap (eV): 9.95
Charge: +1
SMILES: CN(C)[C@H]([NH+](C)C)C(Cl)(Cl)Cl

---

[5]
DFT (ωB97M-V/def2-TZVPD) results for one molecule with the formula C4H8O2.

```
14
Properties=species:S:1:pos:R:3:nbo_charge:R:1
C -1.5378 -0.2959 -0.6738 -0.628
C -0.3213 0.4682 -0.1500 0.106
O -0.6836 1.3948 0.8654 -0.722
C 0.6735 -0.5284 0.4798 -0.537
C 2.1521 -0.2504 0.2891 0.444
O 2.9230 -1.0462 -0.1974 -0.517
H -2.3244 0.3786 -1.0333 0.207
H -1.2487 -0.9512 -1.5021 0.217
H -1.9658 -0.9219 0.1178 0.214
H 0.1537 1.0190 -0.9779 0.161
H -1.2914 2.0386 0.4764 0.470
H 0.4940 -1.5434 0.1133 0.228
H 0.4400 -0.4908 1.5511 0.248
H 2.5368 0.7289 0.6419 0.111
```

Summary:
Energy relative to the best compared isomer or geometry (same formula, charge and spin) (kJ/mol): 112.7
Frontier orbital gap (eV): 10.64
Charge: 0
SMILES: C[C@@H](O)CC=O

---

[6]
DFT (ωB97M-V/def2-TZVPD) results for a 6-piece molecular cluster, C39H87N3O9 overall in a non-equilibrium geometry.

```
138
Properties=species:S:1:pos:R:3:mulliken_charge:R:1
C -6.8898 -0.1781 3.1127 -0.689
O -5.5031 -0.4882 3.2508 -0.176
C -4.7483 0.4931 3.9004 -0.558
C -4.6640 0.3493 5.4243 1.053
O -5.9394 0.4036 6.0425 -0.460
C -6.3858 -0.7387 6.7578 -0.470
H -7.0805 0.8453 2.7883 0.331
H -7.3350 -0.3061 4.1030 0.138
H -7.3168 -0.9294 2.4551 0.235
H -5.0511 1.5150 3.6456 0.702
H -3.7206 0.4296 3.5304 -0.107
H -4.1395 1.2388 5.7871 0.284
H -4.1454 -0.5674 5.7146 -0.952
H -5.5539 -1.4387 6.8721 0.055
H -7.1688 -1.2833 6.2165 0.259
H -6.8214 -0.3291 7.6684 0.251
C 1.0124 0.9734 -7.3204 -0.884
O 1.6892 0.1740 -6.3630 -0.410
C 1.1168 0.1682 -5.0752 -0.051
C 1.6864 -0.9614 -4.2341 0.084
O 1.1930 -2.2027 -4.6811 -0.452
C 0.0186 -2.6871 -4.0914 -0.076
H 0.8802 2.0182 -7.0277 0.305
H 0.0802 0.4587 -7.5647 0.315
H 1.6874 0.9646 -8.1759 0.321
H 0.0467 -0.0609 -5.1895 0.527
H 1.1849 1.1601 -4.6140 -0.101
H 1.5859 -0.7741 -3.1633 -0.277
H 2.7546 -0.9929 -4.4599 0.324
H -0.4821 -3.4150 -4.7244 0.342
H -0.6815 -1.8432 -3.9737 -0.050
H 0.0979 -3.0796 -3.0699 -0.040
C 2.9784 -1.1568 -0.0608 -0.530
O 2.5535 -2.4571 0.2009 -0.312
C 2.6050 -3.3070 -0.9354 0.659
C 1.6633 -4.4984 -0.7346 -1.010
O 0.3526 -4.1125 -0.4350 -0.422
C 0.0284 -3.7653 0.9232 -0.375
H 2.9380 -0.5667 0.8534 0.329
H 2.3379 -0.6092 -0.7664 -0.002
H 3.9736 -1.0933 -0.5189 0.381
H 3.6615 -3.5147 -1.1237 0.442
H 2.1825 -2.8134 -1.8210 -0.556
H 2.0716 -5.2287 -0.0284 0.352
H 1.5534 -4.9624 -1.7166 0.432
H 0.2467 -2.6976 0.9837 0.100
H 0.6774 -4.3182 1.6024 0.347
H -1.0315 -3.9438 1.0749 0.234
C -3.8506 -3.9171 4.0861 -1.919
C -2.5374 -3.3428 4.6242 1.647
C -2.1482 -2.1219 3.7916 0.665
C -0.9370 -1.4034 4.3598 -0.383
C -1.1444 -1.0939 5.8456 -1.220
C -1.6066 -2.2945 6.6848 1.236
N -2.6907 -3.0262 6.0248 1.306
O -3.1201 -4.1329 6.8060 -0.599
C -0.3988 -3.1457 7.1476 -1.863
C -2.2492 -1.6412 7.9534 -1.799
C -1.4877 -4.4857 4.4308 -1.827
H -4.7132 -3.2349 4.1016 0.239
H -4.2154 -4.8060 4.5981 0.456
H -3.7858 -4.1001 3.0096 0.394
H -2.1064 -2.3594 2.7280 0.155
H -3.0162 -1.4517 3.7957 -1.367
H -0.7414 -0.4380 3.8796 0.247
H -0.0169 -1.9355 4.0987 0.426
H -1.9217 -0.3390 5.9641 0.160
H -0.1970 -0.6760 6.1890 0.464
H -0.0040 -2.7443 8.0826 0.470
H -0.6942 -4.1706 7.3710 0.315
H 0.4190 -3.1502 6.4278 0.339
H -3.0401 -0.9203 7.7289 0.255
H -2.8412 -2.4118 8.4571 0.454
H -1.5268 -1.2076 8.6406 0.411
H -1.7182 -5.3675 5.0211 0.348
H -0.5069 -4.0255 4.5459 0.304
H -1.4762 -4.8145 3.3866 0.435
H -3.9746 -3.8089 7.1117 0.342
C 6.1679 5.3548 -4.3714 -1.817
C 6.0392 4.0380 -3.5312 1.919
C 4.7461 4.1091 -2.7267 -1.719
C 3.4550 3.4934 -3.4029 0.158
C 3.6430 3.3541 -4.9170 -1.178
C 4.9139 2.5951 -5.3237 1.742
N 6.0669 2.9390 -4.4814 0.290
O 7.2982 2.7334 -5.1001 -0.508
C 4.6871 1.0787 -5.3831 -1.727
C 5.2602 3.0063 -6.7728 -1.867
C 7.1562 3.9729 -2.5170 -1.939
H 6.0538 6.2386 -3.7315 0.466
H 5.4711 5.5027 -5.1924 0.350
H 7.1867 5.4541 -4.7557 0.371
H 4.7863 3.7040 -1.7160 0.369
H 4.5197 5.1642 -2.5623 0.349
H 2.6135 4.1498 -3.1903 0.392
H 3.3104 2.5150 -2.9431 -0.113
H 3.7146 4.3507 -5.3528 0.538
H 2.7485 2.8608 -5.3013 0.069
H 4.4622 0.7163 -4.3742 0.244
H 3.9546 0.7654 -6.1204 0.284
H 5.6425 0.6105 -5.6362 0.507
H 4.3714 3.3187 -7.3345 0.373
H 5.9914 3.8017 -6.9006 0.438
H 5.6021 2.1497 -7.3575 0.386
H 7.4035 4.9378 -2.0729 0.367
H 8.0816 3.6829 -3.0268 0.419
H 6.9816 3.2444 -1.7272 0.443
H 7.6465 1.9261 -4.7055 0.354
C -3.7459 1.5540 0.9029 -2.711
C -2.6018 1.0221 0.0440 2.810
C -3.2614 0.3846 -1.1619 -1.477
C -2.3983 0.1155 -2.4114 -0.421
C -1.5037 1.3165 -2.6518 -0.638
C -0.8318 2.0786 -1.4944 1.785
N -1.8143 2.2049 -0.4003 0.042
O -1.1531 2.7801 0.7505 -0.479
C 0.4156 1.2171 -1.1882 -0.490
C -0.4243 3.4466 -2.0029 -1.650
C -1.7887 0.0090 0.8898 -1.652
H -4.4302 2.2374 0.3982 0.426
H -4.4092 0.7967 1.3294 0.383
H -3.3117 2.0013 1.8026 0.610
H -3.6222 -0.6207 -0.9130 0.362
H -4.1787 0.9163 -1.4204 0.405
H -1.8708 -0.8370 -2.3335 -0.018
H -3.1128 -0.0138 -3.2251 0.541
H -2.0483 2.0317 -3.2841 0.738
H -0.7120 1.0650 -3.3659 -0.652
H 0.7435 1.3747 -0.1573 0.346
H 1.2684 1.4275 -1.8377 -0.399
H 0.1845 0.1675 -1.3742 0.101
H 0.0223 4.0021 -1.1742 0.459
H -1.2329 4.0613 -2.4029 0.415
H 0.3076 3.3741 -2.8091 0.126
H -2.3695 -0.8704 1.1519 0.550
H -0.9441 -0.3307 0.2842 -0.442
H -1.3209 0.5256 1.7262 0.652
H -1.7825 3.4902 0.9250 0.387
```

Summary:
Energy relative to the best compared isomer or geometry (same formula, charge and spin) (kJ/mol): 0.0
Frontier orbital gap (eV): 8.46
Charge: 0
SMILES: CC1(C)CCCC(C)(C)N1O.CC1(C)CCCC(C)(C)N1O.CC1(C)CCCC(C)(C)N1O.COCCOC.COCCOC.COCCOC

---

[7]
DFT (ωB97M-V/def2-TZVPD) results for C8H22NO12P2S2 as an isolated structure in a non-equilibrium geometry.

```
47
Properties=species:S:1:pos:R:3:nbo_charge:R:1
C 2.6478 -6.3181 -0.7936 -0.355
C 2.6470 -4.9767 -0.9662 -0.486
S 1.3077 -4.0167 -0.3144 2.285
O 0.8263 -3.2740 -1.4566 -0.969
O 1.7946 -3.1837 0.7753 -1.008
N 0.2965 -5.0667 0.3020 -1.241
S -0.9415 -5.5587 -0.5700 2.176
O -1.5916 -6.6133 0.1685 -0.988
O -0.6370 -5.8374 -1.9505 -0.983
H 2.6392 -6.9809 -1.6554 0.202
H 2.5961 -6.7258 0.2090 0.208
H 3.4493 -4.4249 -1.4445 0.217
H -1.8183 -4.5339 -0.5478 -0.055
C -1.7250 -0.4370 1.9069 -0.261
O -2.4506 -0.8816 0.7622 -0.745
P -3.3480 0.0305 -0.2620 2.473
O -4.2653 -0.9962 -0.7878 -1.065
O -2.0148 0.3869 -1.1101 -0.862
C -1.1030 -0.6325 -1.5247 -0.241
O -4.0662 1.4044 -0.7129 -0.781
C -3.5238 2.3235 -1.6572 -0.228
H -1.1832 -1.3069 2.2727 0.208
H -1.0104 0.3411 1.6257 0.189
H -2.3786 -0.0719 2.6997 0.172
H -1.5947 -1.5981 -1.6218 0.208
H -0.2862 -0.7114 -0.8096 0.190
H -0.6934 -0.3406 -2.4904 0.177
H -3.4394 1.8387 -2.6282 0.187
H -2.5573 2.7113 -1.3458 0.198
H -4.2329 3.1488 -1.7135 0.177
C 1.4681 5.5005 -0.9018 -0.269
O 0.6763 4.9961 0.1840 -0.725
P 0.7138 3.3785 0.5725 2.411
O -0.5913 3.3694 1.2883 -1.065
O 2.0106 3.5618 1.5345 -0.838
C 2.0252 4.6156 2.4911 -0.244
O 0.8825 1.7656 0.4860 -0.738
C 1.9044 1.0349 1.1848 -0.249
H 1.3085 6.5753 -0.9448 0.195
H 2.5321 5.3061 -0.7371 0.175
H 1.1611 5.0639 -1.8526 0.182
H 1.0133 4.8844 2.7933 0.204
H 2.5369 5.4914 2.0900 0.170
H 2.5773 4.2490 3.3551 0.187
H 1.7959 1.2384 2.2483 0.187
H 2.9041 1.2972 0.8497 0.189
H 1.7379 -0.0259 1.0000 0.228
```

Summary:
Frontier orbital gap (eV): 5.91
Charge: -1

---

[8]
DFT (ωB97M-V/def2-TZVPD) results for C6H12O as an isolated structure in a non-equilibrium geometry.

```
19
Properties=species:S:1:pos:R:3:nbo_charge:R:1
C -1.4004 1.6813 0.1932 -0.671
C -0.2377 0.7217 -0.0349 0.367
O 1.0018 1.3203 0.1900 -0.721
C -0.2769 -0.8809 1.2442 -0.475
C 0.9779 -1.5372 0.8708 -0.403
C 0.9923 -1.0309 -1.2331 -0.369
C -0.1682 -0.0894 -1.2675 -0.528
H -1.5357 1.8052 1.2731 0.211
H -2.3269 1.2696 -0.2157 0.226
H -1.2698 2.6913 -0.2353 0.217
H 0.9148 1.9664 0.9011 0.472
H -0.3284 -0.2623 2.1392 0.197
H -1.1640 -1.5280 1.1354 0.200
H 1.8574 -1.1312 1.3972 0.204
H 1.0381 -2.6057 0.7090 0.210
H 0.8902 -1.7537 -2.0793 0.198
H 1.9444 -0.5002 -1.3251 0.199
H -1.1542 -0.5193 -1.4858 0.216
H 0.2453 0.3831 -2.1767 0.250
```

Summary:
Energy relative to the best compared isomer or geometry (same formula, charge and spin) (kJ/mol): 375.1
Frontier orbital gap (eV): 8.89
Charge: 0

---

Computed values of energy (unit: eV) for the preceding records, in sequence: -130715.9414, -30422.7743, -9427.6468, -46986.9697, -8372.1134, -64743.1644, -74958.6994, -8460.4663.